Here is a 9-piece molecular cluster, C29H79Cl8N6O14P5 overall in a non-equilibrium geometry from the Open Molecules 2025 dataset. Energies are from ωB97M-V/def2-TZVPD.

Results
SMILES string: CN(C)P(=O)(N(C)C)N(C)C.CN(C)P(=O)(N(C)C)N(C)C.COP(=O)(OC)OC.COP(=O)(OC)OC.COP(=O)(OC)OC.ClCCCl.ClCCCl.ClCCCl.ClCCCl
Total energy, eV: -215593.3318
LUMO, eV: 0.13
E_HOMO, eV: -8.7
Gap between HOMO and LUMO, eV: 8.8
Molecular weight, g mol⁻¹: 1174.47

Each line ends with the Löwdin charge.
Cartesian coordinates (Å):
C  -6.38257  -5.81898  3.91922  -0.121
N  -5.32475  -4.97789  3.40304  -0.316
C  -4.17319  -4.95568  4.22150  -0.145
P  -5.23051  -4.57628  1.77215  0.537
O  -6.56479  -4.83226  1.17139  -0.303
N  -4.80055  -2.99915  1.74569  -0.305
C  -5.80699  -1.95126  1.48364  -0.082
C  -3.49750  -2.46235  2.08635  -0.128
N  -3.86830  -5.39301  1.09619  -0.289
C  -3.22328  -4.99973  -0.18685  -0.107
C  -3.81334  -6.86104  1.24512  -0.098
H  -6.05500  -6.78979  4.26750  0.073
H  -7.11791  -5.93240  3.09358  0.077
H  -6.98662  -5.34339  4.70696  0.084
H  -3.74468  -5.93738  4.37290  0.074
H  -4.39197  -4.40545  5.15617  0.099
H  -3.37916  -4.41826  3.66871  0.059
H  -5.37331  -1.16053  0.84352  0.075
H  -6.72019  -2.35235  1.00341  0.086
H  -5.97695  -1.45032  2.42402  0.072
H  -2.74975  -3.26515  2.05060  0.071
H  -3.15132  -1.69927  1.37693  0.053
H  -3.54152  -1.97114  3.06152  0.089
H  -2.14530  -5.15088  -0.13162  0.025
H  -3.55516  -5.69341  -0.95912  0.078
H  -3.46377  -3.99256  -0.50700  0.075
H  -2.78919  -7.16960  0.94979  0.088
H  -4.46635  -7.36119  0.55246  0.078
H  -3.95133  -7.14809  2.27444  0.065
C  0.77419  2.53851  0.58051  -0.070
N  1.04090  1.16150  0.17281  -0.259
C  1.83941  0.38875  1.13015  -0.094
P  0.33406  0.44070  -1.14611  0.636
O  1.00439  0.74496  -2.48281  -0.331
N  0.39510  -1.28560  -0.92133  -0.286
C  -0.56597  -1.88385  0.00659  -0.120
C  0.71182  -2.15456  -2.04973  -0.131
N  -1.26501  0.99108  -1.24273  -0.299
C  -2.17207  1.10418  -0.10721  -0.121
C  -1.78820  1.32736  -2.56928  -0.091
H  1.55224  3.16661  0.17310  0.072
H  0.63402  2.54612  1.63411  0.051
H  -0.11255  2.87602  0.03174  0.082
H  2.71247  0.98436  1.34066  0.054
H  2.18735  -0.56495  0.77155  0.049
H  1.41772  0.26792  2.12053  0.090
H  -1.58532  -1.68448  -0.33316  0.059
H  -0.39196  -2.95460  0.07201  0.054
H  -0.45392  -1.40102  0.98573  0.080
H  1.28382  -3.05059  -1.85217  0.052
H  -0.20380  -2.40091  -2.59591  0.083
H  1.39144  -1.54209  -2.66955  0.069
H  -1.71396  1.11917  0.89149  0.081
H  -2.85108  1.97086  -0.26672  0.085
H  -2.90015  0.27517  -0.22596  0.070
H  -2.08263  0.46458  -3.15264  0.063
H  -0.99747  1.80322  -3.09436  0.027
H  -2.56555  2.06674  -2.39940  0.089
C  4.72735  2.10686  -0.44495  -0.088
O  4.54644  2.34574  0.93087  -0.222
P  4.71726  3.73566  1.64288  0.266
O  5.90402  4.48668  1.22046  -0.217
O  3.35804  4.46590  1.36049  -0.231
C  3.33148  5.56964  0.43752  -0.065
O  4.66962  3.42412  3.12610  -0.167
C  3.56402  2.72854  3.74988  -0.040
H  5.60301  1.46410  -0.56502  0.090
H  4.96774  3.03514  -1.02979  0.108
H  3.86596  1.61147  -0.89335  0.074
H  2.39014  6.05600  0.70890  0.078
H  3.35879  5.18334  -0.59124  0.068
H  4.20289  6.18641  0.58879  0.081
H  2.66098  2.75031  3.17293  0.058
H  3.44112  3.20718  4.70800  0.085
H  3.92190  1.74017  3.97403  0.071
C  4.35994  -1.24806  -1.16002  -0.080
O  4.19721  -1.29519  0.21593  -0.230
P  4.96542  -2.16924  1.19706  0.261
O  5.58325  -3.29562  0.52318  -0.207
O  6.00066  -1.30553  1.96587  -0.171
C  5.70886  -0.41142  3.04974  -0.064
O  3.90383  -2.57207  2.30804  -0.204
C  2.79082  -3.36140  1.85777  -0.087
H  4.42182  -2.26387  -1.52443  0.095
H  5.14458  -0.54961  -1.39382  0.083
H  3.40920  -0.86665  -1.58093  0.084
H  6.38361  0.40072  2.94401  0.084
H  5.75811  -0.96984  3.97761  0.097
H  4.73025  0.08662  2.99530  0.066
H  3.08579  -4.40604  1.72582  0.092
H  2.45757  -2.96512  0.90817  0.058
H  1.94814  -3.26229  2.56392  0.100
C  -0.24316  6.61083  2.05815  -0.029
O  0.15601  5.23501  2.38929  -0.224
P  -0.27041  4.54853  3.71184  0.249
O  0.25877  3.20590  3.88276  -0.206
O  0.03877  5.56004  4.84634  -0.171
C  1.24251  5.74961  5.44531  -0.126
O  -1.80520  4.65344  3.63138  -0.198
C  -2.41739  3.72894  2.71315  -0.078
H  0.29435  7.37515  2.63523  0.096
H  -1.31534  6.64156  2.26636  0.088
H  -0.03796  6.70323  0.98867  0.088
H  1.22074  5.65764  6.54236  0.104
H  1.63484  6.77089  5.24727  0.102
H  2.02109  5.13202  5.01096  0.073
H  -3.50432  3.91278  2.79360  0.099
H  -2.27680  2.70153  3.06332  0.093
H  -2.16260  3.97360  1.68487  0.084
Cl  -4.39134  4.11349  -5.23478  0.513
C  -3.33552  2.94084  -6.10696  -0.669
C  -2.02275  3.52931  -6.60831  -0.609
Cl  -0.99494  3.93527  -5.19236  0.583
H  -3.93977  2.53960  -6.92779  0.076
H  -3.09935  2.13384  -5.39244  0.026
H  -2.20175  4.44802  -7.20193  0.081
H  -1.54712  2.77731  -7.25623  0.047
Cl  -0.21192  -8.50132  -2.61949  0.533
C  0.83638  -7.07873  -2.98336  -0.625
C  0.19693  -5.82830  -2.33296  -0.566
Cl  0.53626  -5.78104  -0.49555  0.497
H  0.91885  -7.00960  -4.07051  0.071
H  1.86301  -7.06825  -2.59507  0.074
H  -0.87385  -5.83499  -2.44864  0.046
H  0.62904  -4.89753  -2.72330  0.047
Cl  -2.24283  -0.63298  -6.06082  0.522
C  -0.59279  -0.60314  -5.25945  -0.607
C  0.20490  0.57190  -5.65959  -0.658
Cl  0.45821  0.73766  -7.44347  0.536
H  -0.17713  -1.56665  -5.54237  0.071
H  -0.76126  -0.55889  -4.18863  0.023
H  1.22326  0.50702  -5.21265  0.067
H  -0.24856  1.52510  -5.39708  -0.012
Cl  1.25717  5.45352  -2.81317  0.547
C  2.53858  4.64884  -3.74760  -0.653
C  2.42105  3.14085  -3.62763  -0.729
Cl  3.62501  2.30952  -4.56835  0.621
H  3.43490  5.19880  -3.48667  0.064
H  2.35149  4.97651  -4.76471  0.059
H  1.41205  2.89634  -3.98572  0.023
H  2.43601  2.92791  -2.59703  0.020

Here is a 2-piece molecular cluster, C5H5N3P overall in a non-equilibrium geometry from the Open Molecules 2025 dataset. Energies are from ωB97M-V/def2-TZVPD.

Results
Total energy, eV: -19012.4840
LUMO, eV: -6.55
E_HOMO, eV: -13.4
Charge: +1
Gap between HOMO and LUMO, eV: 6.8
ΔE to the lowest compared entry with this formula, charge and spin, kcal per mole: 8.7
Molecular weight, g mol⁻¹: 138.09

Each line ends with the Löwdin charge.
Cartesian coordinates (Å):
C  -1.21131  -0.58876  -1.26450  -0.406
C  0.37832  -1.47683  -3.01730  -0.135
C  0.27130  1.08327  -2.69227  -0.390
C  -0.78004  0.33663  2.54438  -0.035
C  0.26858  0.21911  1.73576  -0.076
N  -2.25015  -0.74578  -0.81451  0.202
N  0.34189  -2.43344  -3.71212  0.372
N  0.16493  2.08452  -3.24808  0.184
P  0.53346  -0.35075  -1.63261  1.052
H  0.20632  -3.27418  -4.17476  0.132
H  -0.72683  -0.05055  3.52283  0.045
H  -1.74822  0.77290  2.44685  0.051
H  0.98529  -0.27965  2.31657  0.039
H  0.34665  0.45933  0.67509  -0.034

Here is C22H27ClFeN4S5 as an isolated structure in a non-equilibrium geometry from the Open Molecules 2025 dataset. Energies are from ωB97M-V/def2-TZVPD.

Results
Total energy, eV: -130293.3260
LUMO (alpha / beta), eV: -2.82 / -3.49
E_HOMO (alpha / beta), eV: -9.9 / -9.9
Charge: +1
Gap between HOMO and LUMO (alpha / beta), eV: 7.1 / 6.4
2S+1: 2
Molecular weight, g mol⁻¹: 599.12

Each line ends with the Löwdin charge.
Cartesian coordinates (Å):
Fe  1.02391  0.16437  -0.09403  0.272
C  1.92669  -2.51039  -0.48739  -0.169
C  3.14500  -1.77328  -1.01622  -0.130
N  2.78216  -0.33948  -1.18014  -0.091
C  3.82450  0.60136  -0.72651  -0.111
C  3.61844  0.92920  0.72849  -0.214
C  4.62897  1.26354  1.61188  0.012
C  4.29040  1.61408  2.91036  -0.018
C  2.95675  1.61762  3.29000  0.012
C  1.99858  1.26999  2.35549  -0.229
C  0.51924  1.27257  2.59857  -0.113
N  -0.08974  0.18939  1.81553  -0.087
C  0.03563  -1.14371  2.45767  -0.143
C  0.29435  -2.18831  1.38403  -0.167
N  1.46534  -1.69868  0.65251  -0.120
N  2.33190  0.92414  1.11018  0.058
H  2.12490  -3.55329  -0.22996  0.136
H  1.14559  -2.50474  -1.24144  0.060
H  3.52268  -2.20742  -1.94115  0.137
H  3.95276  -1.82595  -0.28035  0.128
H  2.61684  -0.13131  -2.15891  0.088
H  3.68811  1.52488  -1.29484  0.131
H  4.83559  0.23949  -0.92297  0.136
H  5.65827  1.24982  1.28040  0.127
H  5.06029  1.88426  3.62101  0.123
H  2.65674  1.88967  4.29288  0.126
H  0.11018  2.21586  2.22774  0.144
H  0.29298  1.21449  3.66624  0.136
H  -1.06998  0.40827  1.67418  0.065
H  -0.84231  -1.38300  3.05826  0.132
H  0.89228  -1.10775  3.13756  0.127
H  -0.54075  -2.21519  0.68145  0.086
H  0.42214  -3.19343  1.79318  0.136
H  2.24859  -1.59037  1.29467  0.136
C  -2.39246  -0.58372  -2.57448  -0.325
S  -0.71842  -1.08829  -2.11064  0.846
C  0.22040  -0.18670  -3.28077  -1.008
C  0.74261  1.02483  -3.01359  -1.143
S  0.58828  1.95519  -1.54775  0.598
S  1.69446  1.72408  -4.30448  0.906
C  1.46464  0.45734  -5.49851  -1.491
S  2.08364  0.51616  -6.99676  0.603
S  0.52286  -0.86687  -4.86881  0.912
H  -3.08343  -1.13698  -1.93860  0.015
H  -2.56413  -0.85292  -3.61435  0.052
H  -2.51833  0.48588  -2.42481  0.051
Cl  -3.59805  -2.04727  0.69851  0.714
C  -4.57185  -0.60473  0.55557  -0.584
C  -5.93943  -0.73135  0.64569  -0.099
C  -6.73450  0.40783  0.57241  -0.058
C  -6.15081  1.66478  0.41759  -0.069
C  -4.78395  1.78436  0.32294  -0.025
C  -3.93344  0.64882  0.37386  -0.316
C  -2.54754  0.77437  0.23954  -0.001
H  -6.38041  -1.70958  0.77851  0.110
H  -7.80956  0.31297  0.64189  0.112
H  -6.77482  2.54682  0.36804  0.112
H  -4.32764  2.75775  0.19061  0.119
H  -2.08254  1.74653  0.14293  0.069
H  -1.93262  -0.10602  0.15710  -0.019